# C23H26GeMgN4O2Se

C23H26GeMgN4O2Se as an isolated structure (the ωB97M-V functional and the def2-TZVPD basis, the Open Molecules 2025 dataset).

Structure (XYZ):
```
58
Properties=species:S:1:pos:R:3:mulliken_charge:R:1
Mg -0.7019 1.1476 0.7033 0.20
O 2.0115 4.2453 0.5884 -0.79
C 1.3394 3.2208 0.6683 0.31
N 0.0912 2.9424 0.3067 0.18
C -0.8314 3.8762 -0.2234 0.17
C -0.5094 5.1422 -0.6948 -0.57
C -1.5043 5.9626 -1.2188 -0.58
C -2.8170 5.5269 -1.2685 -0.58
C -3.1589 4.2624 -0.7968 -0.52
C -2.1784 3.4278 -0.2767 0.05
N -2.3912 2.1091 0.1989 0.30
C -3.5779 1.5918 0.4978 0.27
O -4.7187 2.0344 0.3919 -0.78
C -3.4388 0.1783 1.1051 0.32
C -4.5776 -0.5693 1.3597 -0.61
C -4.4436 -1.8390 1.8878 -0.33
C -3.1739 -2.3406 2.1502 -0.80
C -2.0886 -1.5369 1.8708 0.05
N -2.2114 -0.3041 1.3671 -0.05
C 2.0132 2.0038 1.3401 0.27
C 3.3412 2.0872 1.7268 -0.57
C 3.9295 1.0031 2.3509 -0.30
C 3.1808 -0.1463 2.5749 -0.91
C 1.8685 -0.1576 2.1534 0.00
N 1.2914 0.8882 1.5519 0.03
H 0.5149 5.4773 -0.6390 0.45
H -1.2419 6.9469 -1.5867 0.38
H -3.5884 6.1700 -1.6738 0.38
H -4.1827 3.9210 -0.8184 0.44
H -5.5330 -0.1184 1.1311 0.51
H -5.3195 -2.4408 2.0941 0.43
H -3.0251 -3.3285 2.5630 0.45
H -1.0771 -1.8855 2.0472 0.23
H 3.8619 3.0125 1.5250 0.51
H 4.9634 1.0505 2.6684 0.44
H 3.5992 -1.0136 3.0667 0.47
H 1.2419 -1.0298 2.3036 0.36
C 1.9621 -3.3286 -3.3573 -1.17
Ge 2.3960 -3.2846 -1.4668 0.50
C 3.8102 -2.0085 -1.0872 -1.15
C 2.8992 -5.0537 -0.8294 -1.17
C 0.7943 -2.7124 -0.4875 -0.97
Se 0.1673 -0.9850 -1.1360 0.14
C -1.4906 -1.5768 -1.9523 -1.15
H 2.8447 -3.5889 -3.9430 0.38
H 1.6023 -2.3540 -3.6884 0.38
H 1.1912 -4.0767 -3.5507 0.34
H 4.6936 -2.2378 -1.6846 0.40
H 4.0866 -2.0608 -0.0328 0.31
H 3.4975 -0.9885 -1.3167 0.38
H 3.7879 -5.4021 -1.3578 0.37
H 2.0974 -5.7741 -0.9964 0.36
H 3.1259 -5.0281 0.2377 0.36
H 0.9923 -2.6337 0.5811 0.28
H -0.0283 -3.4160 -0.6205 0.55
H -1.2701 -2.2285 -2.7934 0.40
H -2.0150 -0.6900 -2.3021 0.39
H -2.1019 -2.0890 -1.2118 0.29
```

## Properties
HOMO: -6.9 eV
Frontier orbital gap: 6.95 eV
Calculated total energy: -161639.58804 eV
LUMO level: 0.0 eV
Maximum force: 0.45 eV Å⁻¹